[1]
This record from the OMol25 dataset describes a single C5H8 molecule. The level of theory is wB97M-V/def2-TZVPD.

```
13
C5H8 (wB97M-V/def2-TZVPD)
C 0.7891 -1.5323 0.6748
C -0.2101 -0.6979 1.0155
C -1.0717 -0.0238 -0.0263
C -0.1824 0.6572 -1.0291
C 0.6231 1.6706 -0.6617
H 0.9290 -2.4774 1.2040
H 1.5108 -1.3487 -0.1244
H -0.6268 -0.7369 2.0274
H -1.7106 0.7219 0.4778
H -1.7261 -0.7639 -0.5151
H -0.3072 0.3975 -2.0858
H 1.5450 1.8865 -1.2065
H 0.4380 2.2472 0.2495
```

As for the charge: 0. Its LUMO energy is 1.090 eV. As for the orbital gap: 9.8 eV. The SMILES is C=CCC=C. As for the relative energy (zero: lowest compared OMol25 entry of this formula, charge and spin): 2.1835 eV. As for the HOMO energy: -8.754 eV. For the calculated total energy, the calculation gives -195.21179 Eh. The calculation puts the molar mass at 68.12 Da.

[2]
This record from the OMol25 dataset describes a single C5H8 molecule. The level of theory is wB97M-V/def2-TZVPD.

```
13
C5H8 (wB97M-V/def2-TZVPD)
C -1.7851 -0.2452 1.2159
C -0.6271 0.3353 0.9255
C 0.3833 -0.1267 -0.0567
C 0.3311 -1.3125 -0.7081
C 1.2951 0.9114 -0.6580
H -2.0465 -1.2077 0.7819
H -2.4607 0.2595 1.8852
H -0.3308 1.3019 1.3281
H 1.2679 -1.4945 -1.2289
H -0.5833 -1.8118 -1.0311
H 0.9280 1.1255 -1.6634
H 1.3533 1.8402 -0.0997
H 2.2749 0.4246 -0.6908
```

As for the charge: 0. Its LUMO energy is 0.586 eV. As for the orbital gap: 9.0 eV. The SMILES is C=CC(=C)C. As for the relative energy (zero: lowest compared OMol25 entry of this formula, charge and spin): 1.6051 eV. As for the HOMO energy: -8.411 eV. For the calculated total energy, the calculation gives -195.23305 Eh. The calculation puts the molar mass at 68.12 Da.